(1)
{"formula": "C15H32As2FeN2O5", "method": "ωB97M-V with the def2-TZVPD basis set", "homo_energy_ha": [-0.20172, -0.20607], "multiplicity": 5, "homo_lumo_gap_ha": [0.2068, 0.1996], "total_charge": 0, "lumo_ev": [0.14, -0.18], "elements": ["O", "H", "Fe", "N", "N", "O", "O", "C", "C", "C", "C", "H", "H", "H", "H", "H", "H", "H", "H", "O", "H", "H", "C", "H", "H", "H", "O", "H", "H", "C", "As", "C", "C", "C", "C", "C", "C", "C", "As", "C", "C", "H", "H", "H", "H", "H", "H", "H", "H", "H", "H", "H", "H", "H", "H", "H", "H"], "xyz": [[0.635, 3.841, -0.826], [0.659, 4.800, -0.976], [0.004, 0.491, -1.179], [-0.992, -0.456, -2.592], [1.422, -0.977, -1.909], [-2.183, -0.007, -2.955], [2.782, -1.379, -1.745], [-0.340, -1.303, -3.394], [0.966, -1.678, -2.941], [-0.939, -1.713, -4.689], [1.895, -2.668, -3.566], [-1.786, -1.051, -4.919], [-1.294, -2.749, -4.600], [-0.194, -1.652, -5.494], [2.266, -3.394, -2.819], [2.773, -2.158, -4.013], [1.364, -3.214, -4.368], [-1.841, 1.328, -2.432], [3.147, -0.771, -1.080], [-0.636, -2.858, 0.030], [-1.249, -3.315, 0.628], [-0.460, -3.508, -0.678], [2.094, 2.229, -0.827], [2.168, 2.949, -0.010], [2.207, 2.622, -1.842], [2.792, 1.368, -0.588], [-1.190, 2.009, -1.906], [0.104, 3.371, -1.501], [-1.579, 2.911, -2.018], [2.548, 0.802, 2.393], [1.313, -0.244, 1.290], [2.014, -2.052, 1.455], [-0.094, -0.426, 2.690], [0.107, -1.035, 3.929], [-0.978, -1.108, 4.825], [-2.229, -0.575, 4.497], [-2.424, 0.058, 3.267], [-1.345, 0.127, 2.397], [-1.450, 1.180, 0.733], [-3.347, 1.204, 0.349], [-1.108, 2.949, 1.457], [3.534, 0.767, 1.911], [2.589, 0.369, 3.400], [2.186, 1.837, 2.427], [2.155, -2.277, 2.518], [1.268, -2.718, 1.000], [2.964, -2.096, 0.910], [1.085, -1.448, 4.193], [-0.826, -1.591, 5.793], [-3.059, -0.645, 5.194], [-3.378, 0.492, 2.987], [-3.805, 1.928, 1.037], [-3.445, 1.505, -0.704], [-3.715, 0.181, 0.502], [-2.090, 3.363, 1.727], [-0.468, 2.838, 2.344], [-0.598, 3.549, 0.688]], "forces_ev_per_angstrom": [[-2.1, 2.5, -0.5], [-0.4, -0.2, -0.4], [3.1, 1.5, 2.1], [-0.1, -1.8, -2.3], [1.0, -2.1, -2.1], [0.5, 0.2, 0.1], [-0.6, 0.8, 0.9], [-2.3, 1.5, 0.8], [1.9, 1.4, 2.2], [0.0, -0.3, -0.2], [-0.5, -0.6, -1.1], [0.3, -0.3, 0.1], [0.0, 0.2, -0.3], [-0.2, -0.1, 0.2], [-0.2, 0.5, -0.4], [-0.5, -0.3, 0.3], [0.3, 0.2, 0.3], [0.4, 0.2, 0.2], [-0.3, 0.1, -0.2], [-0.3, -0.7, -0.4], [0.2, 0.2, -0.2], [-0.2, 0.5, 0.4], [0.6, -3.6, 0.4], [0.3, -0.6, -0.3], [0.5, -0.1, 0.4], [0.1, 0.6, -0.6], [-2.0, 1.5, -1.6], [0.8, 0.6, 0.4], [0.5, -1.1, 0.2], [0.2, -0.2, -0.1], [-0.6, -0.1, 0.5], [0.3, 0.0, 0.2], [0.0, 0.1, -0.2], [-0.7, 0.1, 0.1], [0.4, -0.1, -0.1], [0.1, 0.0, -0.2], [0.6, -0.4, 0.5], [-0.1, 0.6, -0.7], [0.2, -1.0, 0.5], [0.1, 0.2, 0.2], [-0.3, 0.1, 0.0], [-0.2, 0.2, 0.2], [0.1, 0.2, -0.2], [0.2, -0.3, 0.0], [0.2, -0.2, -0.3], [0.4, 0.3, 0.2], [-0.2, -0.2, 0.2], [-0.4, 0.1, 0.0], [-0.1, 0.2, -0.3], [0.2, 0.0, 0.0], [0.0, -0.1, 0.2], [-0.3, -0.3, -0.3], [-0.2, -0.1, 0.5], [-0.1, 0.4, -0.1], [0.4, 0.1, 0.1], [-0.2, 0.1, -0.3], [-0.3, -0.3, 0.5]]}



(2)
{"formula": "C3H2FNO", "method": "ωB97M-V with the def2-TZVPD basis set", "homo_energy_ha": -0.34533, "smiles": "O=CNC#CF", "homo_lumo_gap_ha": 0.3659, "total_charge": 0, "lumo_ev": 0.56, "elements": ["O", "C", "N", "C", "C", "F", "H", "H"], "xyz": [[-0.610, -2.081, 0.010], [-0.055, -1.034, 0.015], [-0.724, 0.173, -0.039], [-2.036, 0.125, -0.095], [-3.211, -0.096, 0.138], [-4.531, 0.022, -0.016], [1.101, -0.783, -0.051], [-0.367, 0.984, -0.537]], "forces_ev_per_angstrom": [[0.2, -0.8, 0.5], [2.8, 1.4, -1.2], [1.0, 0.7, -0.4], [-4.5, -0.7, 0.9], [-0.4, 1.4, -1.2], [1.9, -0.6, 0.4], [-1.8, -1.0, 0.3], [0.8, -0.4, 0.5]]}



(3)
{"formula": "C10H10FN", "method": "ωB97M-V with the def2-TZVPD basis set", "homo_energy_ha": -0.29854, "smiles": "c1ccc(-n2cccc2)cc1.F", "homo_lumo_gap_ha": 0.3253, "total_charge": 0, "lumo_ev": 0.73, "elements": ["C", "C", "C", "C", "N", "C", "C", "C", "C", "C", "C", "H", "H", "H", "H", "H", "H", "H", "H", "H", "F", "H"], "xyz": [[-3.246, -0.610, -0.237], [-2.454, -1.002, 0.854], [-1.066, -0.846, 0.964], [-0.335, -0.506, -0.224], [1.018, -0.264, -0.211], [1.867, -0.865, 0.631], [3.135, -0.435, 0.323], [3.044, 0.581, -0.570], [1.688, 0.612, -0.973], [-1.108, -0.186, -1.373], [-2.476, -0.130, -1.307], [-4.299, -0.796, -0.073], [-3.102, -1.253, 1.673], [-0.420, -1.273, 1.713], [1.653, -1.669, 1.428], [4.109, -0.665, 0.820], [3.833, 0.978, -1.061], [1.161, 1.046, -1.735], [-0.637, 0.305, -2.220], [-2.920, 0.331, -2.227], [0.040, 2.903, 1.747], [0.514, 3.745, 2.057]], "forces_ev_per_angstrom": [[2.6, -0.3, 0.5], [-0.5, 0.7, 0.3], [0.8, -1.0, -2.6], [-3.7, 0.7, 0.1], [-0.2, -0.8, 0.7], [1.7, -2.9, 2.5], [1.6, -0.9, 3.0], [-4.0, -0.3, -1.9], [2.7, 0.0, 1.0], [1.3, 0.8, 1.4], [-2.1, 0.2, -1.8], [-0.1, 0.6, -0.9], [0.5, -0.6, 0.8], [-0.6, 0.4, 0.9], [-0.2, 1.6, -1.7], [-1.3, -0.2, -0.3], [2.1, 1.7, -1.3], [-0.7, 1.5, -1.6], [0.0, -0.5, 0.0], [0.0, -0.7, 1.0], [1.8, 3.2, 1.2], [-1.8, -3.3, -1.2]]}



(4)
{"formula": "CH2ClO3S", "method": "ωB97M-V with the def2-TZVPD basis set", "homo_energy_ha": [-0.12002, -0.18982], "homo_lumo_gap_ha": [0.2071, 0.3103], "total_charge": -1, "lumo_ev": [2.37, 3.28], "elements": ["C", "O", "O", "O", "S", "Cl", "H", "H"], "xyz": [[-0.277, 0.710, -0.139], [3.324, -2.114, -0.094], [3.879, -0.609, 1.797], [2.178, -2.381, 2.085], [2.892, -1.490, 1.162], [-0.097, 2.271, 0.595], [0.604, 0.101, 0.027], [-1.217, 0.252, 0.148]], "forces_ev_per_angstrom": [[0.1, 0.1, 1.3], [0.3, -0.3, -0.1], [0.3, -0.1, 0.1], [0.1, -0.3, 0.2], [-0.7, 0.7, -0.2], [-0.1, -0.1, -0.4], [0.2, 0.0, -0.5], [-0.1, 0.1, -0.4]]}



Largest force on an atom, respectively: 4.02; 4.63; 4.40; 1.32 eV/Å.
Electronic energy, respectively: -6811.43929; -345.25518; -541.60541; -1123.37117 Ha.
ΔE to the lowest compared entry with this formula, charge and spin, respectively: 64.7; 254.4; 77.9; 242.4 kJ/mol.